Molecular formula: C44H55GeN3O6Ti
Method: DFT, ωB97M-V with the def2-TZVPD basis set

The geometry in XYZ format:
```
110
Properties=species:S:1:pos:R:3:forces:R:3
C 0.9916 3.0770 -4.2526 0.01 0.01 0.01
C -0.9679 -5.5896 -1.5203 -0.08 0.02 0.04
O -1.7590 3.3125 -0.0511 0.05 0.08 0.00
C 0.0851 2.1416 -3.7577 0.11 -0.03 -0.06
H 0.7711 2.4891 -0.4821 0.31 0.46 0.08
H 0.6088 -6.2277 4.6060 -0.01 0.02 0.00
H -2.6776 -1.9136 -2.5671 0.05 0.03 0.02
C 4.5627 0.9244 0.1510 0.03 -0.05 -0.06
H -2.2943 1.6788 4.2224 0.03 -0.02 0.06
Ge 0.0945 -2.4704 1.2690 0.19 -0.30 0.16
C 2.0631 -2.5634 1.1877 0.06 0.15 -0.08
C 1.7693 3.5047 -2.0242 0.12 0.07 0.21
C -0.7553 -0.7382 1.1483 0.46 0.38 -0.96
H 0.0581 3.7153 -6.0848 0.03 -0.01 0.00
C -0.3502 -4.5491 5.5462 0.03 0.01 -0.09
H 5.5612 0.8746 -0.2608 0.01 -0.03 0.00
H -2.9131 -0.2182 -4.3054 0.00 0.05 0.00
C -3.1133 3.4855 -0.4055 -0.06 0.00 0.08
H -0.4946 -6.2347 -2.2512 0.00 0.02 0.01
H 5.9362 -2.8590 1.4847 -0.03 -0.01 0.00
C 4.2035 -3.2701 0.2818 -0.03 0.05 0.02
C 2.7441 -2.0614 2.3035 0.01 -0.08 -0.08
H 0.0111 2.6905 3.8483 0.11 0.03 0.06
H -2.6773 -0.8923 -1.1066 0.07 -0.08 -0.08
C -1.3155 4.3240 0.8243 -0.07 -0.10 0.05
H -0.8545 -1.8135 -4.0041 0.03 0.10 0.03
C 0.3323 -4.5988 3.2360 -0.07 0.01 0.11
H -1.1032 5.2486 0.2770 0.01 0.10 -0.02
C 0.0001 1.8219 -2.3915 -0.21 0.04 -0.06
C -0.7810 -3.8424 0.1504 -0.10 0.17 -0.10
H -4.2944 -0.2563 0.9874 -0.01 -0.04 -0.02
H -2.9359 -6.3717 -1.8783 0.01 0.01 0.02
H 1.2509 2.4388 -6.2971 0.00 0.01 0.00
H 0.4939 -1.0790 -3.1230 0.00 -0.01 0.02
H -4.7203 2.3733 -1.2441 -0.13 0.04 -0.09
H -0.4261 -5.0314 6.5130 0.00 0.00 -0.01
C -0.1984 -4.6826 -0.7955 -0.08 -0.04 0.00
H 5.0562 1.9741 1.9178 -0.02 0.01 -0.04
H 4.6296 -1.7554 3.2812 -0.03 -0.03 -0.05
H 0.0824 4.4070 2.4585 0.06 0.05 0.08
C -0.4968 2.0706 3.1112 -0.03 0.12 -0.15
H 0.8192 4.0313 0.9090 0.07 0.00 -0.01
H -0.1649 1.0455 3.2200 0.10 -0.14 -0.04
H 2.7640 3.7140 -0.1114 0.01 0.01 -0.02
N 1.9709 0.9270 0.9974 0.00 0.09 0.06
N -0.8027 0.8355 -1.8105 0.16 0.01 -0.34
H 0.7860 -5.1316 2.4036 -0.01 0.02 0.07
C 4.8592 -2.7710 1.3988 -0.05 0.05 0.01
C 2.6795 4.2343 -1.0666 -0.03 -0.01 -0.04
C -3.6560 2.2248 -1.0362 0.16 0.10 0.25
O -0.0890 2.4654 1.7965 -0.42 -0.49 -0.09
H -3.6934 3.7492 0.4852 0.01 0.05 0.05
C -2.9337 -4.8493 -0.3580 0.05 0.00 -0.02
Ti -0.1425 0.7055 0.0886 -0.50 -1.13 1.47
H -1.2856 -1.9133 -1.4834 0.06 -0.13 0.10
H -4.0010 -4.9120 -0.1795 0.03 0.00 0.00
C -0.8318 -3.2600 5.3722 0.01 0.01 -0.07
H -0.5462 1.6492 -4.4763 0.04 -0.02 -0.02
H -1.1014 -1.6298 3.9988 0.02 -0.03 0.01
C 4.2822 1.5228 1.3152 0.04 0.00 -0.09
H -5.3854 1.0644 0.5244 -0.07 0.00 0.02
H 4.7684 -3.7512 -0.5093 -0.02 0.01 0.02
H 2.1827 -1.6013 3.1124 0.04 -0.01 -0.05
C -0.4245 -0.8636 -3.6714 -0.02 0.15 0.06
H -2.6379 -3.3142 1.1029 0.01 -0.04 -0.06
C 2.9003 1.6025 1.7854 -0.16 -0.15 0.02
C -0.7272 -2.6423 4.1275 0.04 -0.08 -0.04
C 2.3262 0.3018 -0.1063 0.19 -0.14 -0.19
C 1.8567 3.7374 -3.3918 -0.04 0.01 -0.17
O -2.5757 1.5202 2.1715 0.07 -0.18 0.15
C 0.8352 2.6052 -1.5545 -0.23 -0.30 -0.27
H 4.9135 -0.3493 -2.0656 0.01 0.02 0.03
H -2.3253 3.2070 3.3268 -0.06 0.04 0.03
C -4.3564 0.8171 0.8065 0.18 0.05 -0.04
H -0.1689 -0.2884 -4.5593 0.03 -0.03 0.03
H 2.5849 4.4435 -3.7781 -0.03 -0.02 0.01
C 0.2326 -5.2200 4.4739 -0.03 0.07 -0.02
C 3.8399 -0.2355 -1.9360 0.04 0.07 0.12
H -3.1320 2.0443 -1.9708 -0.05 0.26 0.31
C 1.0267 3.3491 -5.7371 -0.01 -0.01 0.07
H -3.2195 4.3105 -1.1196 -0.03 0.05 -0.07
C -2.3371 -5.6705 -1.3098 0.07 0.05 0.05
C -2.1601 -3.9496 0.3602 0.00 -0.06 -0.06
H -1.7016 -0.7440 1.6920 -0.06 0.22 -0.03
O 2.5925 2.2110 2.8001 -0.11 -0.04 -0.10
C -0.1450 -3.3003 3.0449 -0.17 0.25 0.18
H -3.4532 0.6149 -2.8410 0.16 -0.35 -0.38
H -2.1015 4.5426 1.5549 -0.06 0.00 0.04
H 2.3341 -3.5334 -0.7148 0.07 0.06 0.01
H -4.4332 1.0442 2.9479 -0.07 -0.05 0.06
N 3.5867 0.3156 -0.6052 0.12 -0.17 -0.08
H 2.3180 5.2475 -0.8718 0.00 -0.01 0.01
H -4.3348 2.5847 2.0922 -0.02 0.09 0.02
C -2.6009 0.4679 -3.5126 -0.13 -0.18 -0.15
C -1.9988 2.1592 3.2817 -0.14 0.12 -0.17
H -2.3661 1.4300 -3.9694 -0.04 -0.07 0.04
C -3.9744 1.5500 2.0912 0.06 0.11 -0.07
C 4.1250 -2.1568 2.4084 0.03 0.04 -0.04
H 3.3636 -1.2053 -2.0312 -0.04 -0.07 0.06
H 0.8668 -4.6510 -0.9803 -0.09 -0.03 0.00
H -1.2869 -2.7339 6.2040 0.02 -0.02 -0.02
C 2.8193 -3.1568 0.1759 0.03 0.12 0.08
H 1.7809 4.0966 -5.9856 -0.03 -0.03 0.01
O 1.3913 -0.2790 -0.7680 0.37 0.15 0.10
C -1.4350 -0.1662 -2.7284 -0.24 0.26 0.03
H 3.4442 0.4286 -2.7047 -0.03 0.04 0.01
C -2.0607 -1.2899 -1.9132 -0.01 0.04 0.23
H 3.6825 4.3243 -1.4862 0.00 0.01 0.01
O -3.4663 1.0599 -0.2601 -0.09 0.09 -0.06
C -0.0536 3.8516 1.5309 -0.03 0.02 -0.11
```
Positions in Å, forces in eV/Å.

As for the energy relative to the best compared isomer or geometry (same formula, charge and spin): 152.4 kJ/mol. The HOMO-LUMO gap comes out at 7.6 eV. The calculation puts the HOMO energy at -7.1 eV.



Molecular formula: C44H55N5ORuSe
Method: DFT, ωB97M-V with the def2-TZVPD basis set

The geometry in XYZ format:
```
107
Properties=species:S:1:pos:R:3:forces:R:3
H -0.1382 4.3730 -4.9064 -0.02 0.02 -0.01
H 7.2988 -0.9355 -3.2415 0.03 -0.02 0.00
H -1.8461 5.1813 -3.5919 0.02 0.02 0.03
H -3.3017 3.3357 2.0840 0.00 -0.01 -0.02
C 3.0038 -0.6568 -3.7507 0.00 -0.05 -0.01
C 3.2189 -0.7354 -1.5084 -0.04 0.20 0.02
C -0.0151 3.4570 -5.4844 0.04 0.01 0.02
H -0.0772 -0.8834 3.9380 -0.01 0.02 -0.02
H -4.2358 -3.9071 3.0738 -0.02 -0.02 0.01
Se 0.1936 -2.9125 -1.1003 -0.09 -0.02 -0.10
H -2.0842 2.8394 -5.4900 -0.01 0.01 0.03
H -3.7801 -0.7890 1.0264 0.03 0.00 -0.04
H 6.7106 0.6831 2.5713 0.02 -0.02 0.00
H -2.1028 1.8997 5.2082 -0.01 0.01 -0.01
C -1.1211 2.4512 -5.1572 -0.04 -0.04 -0.03
H 1.2538 -1.8029 -5.6097 -0.02 0.01 0.01
C -3.0470 3.6159 -2.6895 -0.05 -0.02 0.03
N 1.9817 -0.1713 -1.7516 0.01 -0.45 -0.07
C -2.6033 1.3220 2.1570 0.02 -0.02 -0.09
C -0.9444 -3.3934 3.8168 0.00 0.00 0.00
H -0.9547 1.5413 -5.7422 0.01 0.01 0.00
N -1.7499 -1.9706 1.9878 -0.08 -0.03 0.00
C 3.8683 -1.0220 -2.7656 -0.01 0.00 -0.02
C 5.6510 0.6556 2.3065 0.00 0.04 -0.02
C -1.9221 1.1796 0.8475 -0.08 0.08 0.11
C -2.1934 -3.8597 3.9258 -0.05 0.03 -0.04
C 6.2977 -0.5081 -3.1624 0.03 0.08 0.01
C -0.5704 -2.5614 2.6297 0.02 -0.07 0.03
C -2.2113 0.3061 2.9267 -0.09 0.05 0.06
C 2.3158 -1.9962 -5.7598 -0.02 -0.03 0.03
H 3.3684 1.2479 4.8431 0.01 0.00 -0.01
H 2.4947 -2.1573 -6.8241 -0.01 -0.01 -0.04
H -3.5510 5.5924 -3.4141 -0.02 0.00 0.00
C -3.0264 -2.4439 2.1457 0.02 0.08 -0.03
H -5.3456 -2.1386 -0.4028 0.03 0.03 0.00
C 3.0227 -0.8050 0.9636 -0.01 -0.14 -0.18
H -3.0400 4.5054 -4.6928 0.02 -0.02 -0.02
C -1.9013 0.8390 5.3646 0.02 0.02 0.05
C -0.3060 1.1080 -3.1218 0.00 -0.05 0.01
H 2.5489 -2.9156 -5.2214 0.03 -0.02 -0.01
C 5.0357 -0.7200 2.5709 0.03 -0.05 0.02
C 2.5684 -0.7575 4.6460 0.00 -0.12 0.01
C -4.1058 -1.7846 1.3252 -0.02 -0.05 0.10
C 1.8337 -0.1142 -3.1038 -0.12 0.20 -0.06
H -2.4616 -3.1615 -0.4913 -0.01 0.01 0.03
C -1.2799 -0.5707 2.1307 0.12 0.08 0.03
H 5.5827 -1.4748 1.9947 0.00 0.02 -0.02
C -2.1809 1.9955 -0.2224 0.08 -0.09 -0.05
C -3.3307 -2.6723 -0.9336 -0.02 -0.03 -0.06
C 1.3413 -0.8294 2.3722 -0.11 -0.07 -0.01
H -3.6467 -3.2734 -1.7962 0.02 0.00 0.02
H 1.6146 1.1715 4.8864 -0.02 0.01 0.01
H 5.1856 -0.9822 3.6220 -0.01 -0.01 0.00
H -4.0234 3.1492 -2.8716 0.00 0.01 -0.03
N 1.6466 -0.8200 1.0458 -0.03 0.19 -0.01
H 3.4865 -1.2507 4.9797 0.00 0.02 0.01
C -2.8590 4.7836 -3.6562 0.01 0.05 -0.02
C -3.6300 2.3657 2.4667 0.02 0.01 0.02
H -4.9314 1.8790 0.7976 0.00 0.00 -0.02
H 0.0389 -3.1166 1.9057 0.00 0.02 0.00
C 2.5238 0.6623 5.2110 0.02 0.04 -0.03
H -3.7208 2.4768 3.5498 0.01 -0.01 0.00
H 1.7515 -1.3437 5.0780 -0.02 0.02 -0.01
C -4.4644 -2.5878 0.0735 -0.08 -0.06 0.01
H 2.8800 0.0862 -5.7452 0.00 -0.01 0.00
C 3.5767 -0.7844 2.2454 -0.03 -0.02 0.16
C 0.7677 0.4925 -3.7566 0.02 -0.03 0.06
C -1.1811 2.0792 -3.7054 -0.01 -0.04 -0.02
H 6.0902 0.0440 -4.0805 -0.02 -0.01 -0.01
Ru 0.3215 -0.3591 -0.5104 0.31 0.39 0.37
H 6.2972 0.2130 -2.3435 0.00 0.00 0.02
N -1.0791 0.1295 0.8935 0.04 -0.13 -0.15
C -2.6292 -0.0184 4.3269 0.00 -0.04 0.00
H -5.3547 1.0649 2.2974 0.00 -0.01 0.01
H -2.2122 0.5777 6.3777 -0.01 -0.01 0.01
H -0.1900 -3.6164 4.5626 0.03 -0.01 0.00
C 5.2436 -1.5883 -2.9225 0.00 -0.09 -0.01
C -0.0199 -1.1259 2.8758 0.05 -0.03 0.01
N -0.6101 0.9564 -1.7857 0.13 -0.05 -0.18
H 2.5544 0.6674 6.3031 -0.01 0.00 0.02
C -4.9966 2.0071 1.8782 -0.04 -0.04 0.00
C 2.4954 -0.7966 3.1498 0.12 0.06 -0.05
H -2.9049 2.7838 -0.0844 -0.01 0.03 0.01
H 4.7690 -1.2534 -0.1853 0.02 0.01 0.00
C 3.7359 -0.9347 -0.2592 -0.04 0.00 0.14
H -2.4581 -4.4911 4.7666 -0.02 -0.02 0.01
H -4.9958 -1.6664 1.9495 0.00 -0.01 -0.02
C -3.2498 -3.4703 2.9979 0.05 -0.02 0.05
C -1.9680 2.5689 -2.6840 0.03 -0.01 -0.04
H 0.8327 0.5794 -4.8335 0.00 0.01 -0.02
H -2.4378 -1.0763 4.5267 0.01 -0.01 -0.02
H 5.2527 -2.3039 -3.7498 0.00 0.03 -0.02
O -2.8693 -1.3979 -1.3507 -0.01 0.04 -0.01
H 4.2122 -1.0076 -5.4644 0.00 -0.02 0.02
H 5.1344 1.4225 2.8856 -0.01 0.01 0.01
C 3.1589 -0.8370 -5.2265 0.06 0.09 -0.03
H -0.8209 0.7034 5.2990 0.01 -0.01 -0.01
H -3.7096 0.1180 4.4335 -0.01 0.03 0.00
H 0.9623 3.0440 -5.2332 0.01 -0.01 0.02
H -3.1168 4.0332 -1.6823 0.02 -0.02 0.00
C -1.5960 1.8421 -1.5040 -0.18 0.01 0.10
H 5.5518 0.9221 1.2534 -0.01 0.00 -0.01
H 5.5071 -2.1610 -2.0314 -0.01 -0.01 0.01
H -3.5774 -0.9291 -1.8033 -0.01 0.00 -0.01
H -4.7473 -3.6046 0.3646 -0.01 0.01 -0.03
H -0.0137 3.7178 -6.5447 -0.01 0.00 -0.03
H -5.7399 2.7772 2.0904 0.00 0.04 0.01
```
Positions in Å, forces in eV/Å.

As for the energy relative to the best compared isomer or geometry (same formula, charge and spin): 133.5 kJ/mol. Its spin multiplicity is 6. The HOMO-LUMO gap (alpha / beta) comes out at 5.3 / 5.2 eV. The charge is -1. The calculation puts the HOMO energy (alpha / beta) at -2.7 / -3.6 eV.